Molecular formula: C3H5O5Yb
Method: DFT, wB97M-V/def2-TZVPD

Element x y z (Å)
O: 0.112 1.915 -0.120
C: -0.650 0.963 -0.673
C: -1.994 0.588 0.004
O: -2.199 -0.781 -0.017
H: 0.683 1.590 0.708
H: 1.871 -0.269 -1.071
H: -0.613 0.880 -1.766
H: -2.803 1.109 -0.546
H: -1.974 1.011 1.029
Yb: -0.495 -2.049 -0.146
O: 1.694 -1.226 -0.599
C: 2.180 -1.300 0.709
O: 1.444 -2.129 1.320
O: 2.744 -0.301 1.168

Cartesian forces (eV/Å) of the 6 atoms listed first:
O 2.8 -0.4 2.4
C -1.6 -2.2 0.4
C 0.9 1.0 -0.4
O 0.9 -1.7 0.2
H -2.0 0.9 -2.5
H -0.3 -3.4 2.0

Computed properties:
DFT total energy ... -44955.6476 eV
<S²> ... 0.99
Spin multiplicity ... 2
Frontier orbital gap (alpha / beta) ... 4.9 / 5.5 eV
HOMO (alpha / beta) ... -6.305 / -7.433 eV